Molecular formula: C6H14SSi
Method: DFT, ωB97M-V/def2-TZVPD

Structure (ORCA input):
```
! RIJCOSX wB97M-V def2-TZVPD def2/J DEFGRID3
* xyz 0 1
C -1.142 -0.820 -0.497
C -0.308 -2.050 -0.271
C 2.324 -1.463 0.281
C -0.311 0.491 -0.142
C -1.399 1.559 0.157
C 0.577 0.923 -1.314
Si 0.740 0.427 1.488
S 1.353 -2.166 -1.040
H -1.269 -0.746 -1.674
H -2.186 -0.820 -0.123
H -0.283 -2.297 0.709
H -0.780 -3.011 -0.693
H 3.126 -0.818 -0.093
H 2.671 -2.085 1.038
H -0.887 2.467 0.569
H -2.059 1.335 0.950
H -2.177 1.891 -0.627
H -0.051 0.948 -2.213
H 1.370 0.140 -1.309
H 1.022 1.853 -1.232
H 0.270 -0.199 2.694
H 0.968 1.739 2.179
*
```

Results
* Kohn-Sham gap: 7.67 eV
* maximum force: 0.0851 Eh/bohr
* LUMO level: -0.0081 Ha
* HOMO energy: -7.88 eV
* energy: -25158.02211 eV

Charges computed using natural (NBO), reported in e: number 1, C, carries -0.42; number 2, C, carries -0.52; number 3, C, carries -0.73; number 4, C, carries -0.43; number 5, C, carries -0.64; number 6, C, carries -0.64; number 7, Si, carries 0.98; number 8, S, carries 0.21; number 9, H, carries 0.20; number 10, H, carries 0.23; number 11, H, carries 0.21; number 12, H, carries 0.22; number 13, H, carries 0.21; number 14, H, carries 0.19; number 15, H, carries 0.21; number 16, H, carries 0.21; number 17, H, carries 0.22; number 18, H, carries 0.21; number 19, H, carries 0.23; number 20, H, carries 0.21; number 21, H, carries -0.20; number 22, H, carries -0.16